[1]
Here is C19H39Cl16N2O4S2 as an isolated structure at a distorted geometry from the OMol25 dataset. Energies are from ωB97M-V/def2-TZVPD.

Atoms and positions in Å:
C1 0.44794 2.50374 -2.63302
C2 0.40397 3.94900 -3.07379
N1 1.47831 4.64848 -3.22484
C3 -0.88029 4.66911 -3.42988
S1 -2.23884 4.58139 -2.27980
O1 -1.65135 5.07686 -1.03467
O2 -3.31060 5.37725 -2.85917
N2 -2.65008 3.05276 -2.01247
S2 -3.26359 2.19393 -3.19683
O3 -2.92682 2.66457 -4.52778
O4 -3.06091 0.77847 -2.90914
H1 -0.50251 1.98206 -2.67107
H2 0.81142 2.42257 -1.60529
H3 1.14682 1.96337 -3.27660
H4 2.29399 4.08081 -2.99785
H5 -1.22308 4.40955 -4.43126
H6 -0.65055 5.73602 -3.42068
H7 -4.59741 2.36740 -3.09135
Cl1 -2.92401 -3.77924 -4.39040
C4 -3.50376 -2.08646 -4.50012
C5 -4.90657 -2.00775 -5.03039
Cl2 -5.02260 -2.48485 -6.75146
H8 -2.80686 -1.53726 -5.12496
H9 -3.46887 -1.66153 -3.49977
H10 -5.25185 -0.97871 -4.95905
H11 -5.58026 -2.64919 -4.46915
Cl3 -1.00475 1.77993 2.13880
C6 -2.16665 3.08793 1.78512
C7 -2.00303 4.26319 2.70037
Cl4 -2.49027 3.89720 4.39329
H12 -3.16638 2.66603 1.84757
H13 -1.98590 3.40511 0.76037
H14 -2.64136 5.07508 2.35949
H15 -0.97309 4.60610 2.72785
Cl5 2.01827 1.04584 0.05405
C8 2.79060 -0.36856 0.81915
C9 2.20862 -0.66271 2.17644
Cl6 2.65176 0.58856 3.36676
H16 3.85854 -0.17777 0.88498
H17 2.62423 -1.21530 0.15529
H18 2.61341 -1.59730 2.55779
H19 1.12383 -0.72558 2.13612
Cl7 2.05201 4.04636 3.40695
C10 2.90415 4.99705 4.64954
C11 4.38115 4.70734 4.67492
Cl8 4.73494 3.05863 5.26304
H20 2.43838 4.78135 5.60713
H21 2.74518 6.04870 4.41435
H22 4.87687 5.39887 5.35408
H23 4.82106 4.80546 3.68618
Cl9 -0.33068 4.05914 10.37427
C12 -1.05979 5.02792 9.06358
C13 -0.31798 4.88745 7.76255
Cl10 1.30279 5.63758 7.82762
H24 -1.08489 6.06219 9.39526
H25 -2.08006 4.67263 8.93369
H26 -0.86862 5.38741 6.97028
H27 -0.18620 3.84595 7.48412
Cl11 6.32046 -0.76131 2.83095
C14 6.14122 -1.16875 4.55633
C15 5.72627 -2.60511 4.75194
Cl12 4.06147 -2.87511 4.18380
H28 5.41266 -0.48437 4.98402
H29 7.10824 -1.00044 5.02705
H30 5.75005 -2.85796 5.81036
H31 6.38115 -3.28375 4.21231
Cl13 1.71785 -6.50116 -3.88057
C16 0.15363 -7.35687 -3.77011
C17 -0.95042 -6.44216 -3.30747
Cl14 -0.74547 -5.94970 -1.60455
H32 0.28172 -8.20088 -3.09730
H33 -0.07269 -7.73579 -4.76258
H34 -1.90777 -6.94949 -3.37612
H35 -0.99885 -5.54223 -3.91243
Cl15 -0.25379 -9.52140 -7.05504
C18 -1.82531 -10.35329 -6.93047
C19 -2.92202 -9.43407 -6.46193
Cl16 -2.70762 -8.93912 -4.76169
H36 -1.70139 -11.19564 -6.25552
H37 -2.06723 -10.72811 -7.92319
H38 -3.87975 -9.94715 -6.52489
H39 -2.97019 -8.53031 -7.06306

Lowest unoccupied orbital energy in hartree: 0.0613
Total charge: -1
2S+1: 1

---

[2]
Here is C16H29CoN2O4PS2Si as an isolated structure at a distorted geometry from the OMol25 dataset. Energies are from ωB97M-V/def2-TZVPD.

Atoms and positions in Å:
Co1 -13.19623 8.49028 4.09796
S1 -12.21477 8.79220 6.01831
C1 -10.56383 8.55345 5.59206
C2 -9.70025 8.14954 6.70114
N1 -9.16920 7.67059 7.62734
C3 -10.07412 8.33663 4.29834
S2 -11.28570 8.29712 3.04636
C4 -8.71350 8.14248 4.05805
N2 -7.58927 7.84607 3.86164
C5 -11.53534 4.94662 4.90474
Si1 -13.24583 5.35831 5.58814
C6 -13.07863 5.86126 7.40598
C7 -14.36280 3.80527 5.47229
C8 -14.04347 6.69744 4.50532
H1 -10.67102 5.53901 5.14009
H2 -11.55802 4.88054 3.83497
H3 -11.31865 3.92856 5.29246
H4 -13.01927 4.99804 8.03827
H5 -13.91773 6.47224 7.71677
H6 -12.12676 6.38748 7.59339
H7 -14.07569 2.96401 6.11366
H8 -14.29690 3.45722 4.44594
H9 -15.38959 4.03401 5.78256
H10 -15.02194 7.06006 4.91584
H11 -14.16644 6.23356 3.53936
C9 -18.62308 9.25052 2.79009
C10 -17.80436 10.54017 2.81998
C11 -17.94114 11.36242 1.51989
C12 -17.94313 11.43037 4.07827
O1 -16.46484 10.00383 2.75276
P1 -15.07440 10.39109 3.26757
O2 -14.85279 9.86298 4.70826
O3 -14.02995 9.60997 2.43872
O4 -14.95183 11.96508 3.05730
C13 -13.70365 12.79590 3.21251
C14 -13.08799 12.50057 4.55277
C15 -12.82992 12.43194 2.02447
C16 -14.32432 14.19498 3.17883
H12 -19.73324 9.44415 2.79715
H13 -18.37635 8.64785 3.67074
H14 -18.47817 8.68527 1.86758
H15 -18.82993 12.04432 1.52120
H16 -18.03357 10.65109 0.66223
H17 -17.00009 11.91665 1.45330
H18 -18.83378 12.09621 3.93061
H19 -17.15178 12.16035 4.18773
H20 -18.12275 10.92272 5.03664
H21 -12.70428 11.43001 4.58794
H22 -13.75241 12.52308 5.46544
H23 -12.22815 13.17139 4.71711
H24 -12.61901 11.36300 2.17609
H25 -11.93095 13.07682 2.02912
H26 -13.43277 12.60722 1.09245
H27 -14.83467 14.30545 4.12613
H28 -15.06015 14.37231 2.37262
H29 -13.56836 15.03200 3.16987

Lowest unoccupied orbital energy (alpha / beta) in hartree: 0.0901 / 0.0716
Total charge: -1
Expectation value of S²: 6.02
2S+1: 5

---

[3]
Here is a 2-piece molecular cluster, C4H12N2 overall at a distorted geometry from the OMol25 dataset. Energies are from ωB97M-V/def2-TZVPD.

Atoms and positions in Å:
N1 -3.24440 -0.26724 0.99040
C1 2.76627 0.33577 0.84435
C2 1.33856 0.54840 0.28930
C3 0.96312 -0.06600 -1.01605
C4 -0.41316 0.15584 -1.42709
N2 -1.70046 -0.47380 -1.54026
H1 -3.65244 0.45207 1.55698
H2 -2.65099 -0.09309 0.19469
H3 3.42109 1.10872 0.45003
H4 3.03189 -0.68051 0.51166
H5 2.83813 0.25947 1.92929
H6 0.97572 -0.50070 0.55965
H7 0.88739 1.48028 0.63669
H8 1.46244 -0.91817 -1.48904
H9 -0.33966 1.20781 -1.72946
H10 -1.02551 0.07249 -0.43455
H11 -1.53056 -1.46609 -1.76876
H12 -3.12743 -1.15527 1.44216

Lowest unoccupied orbital energy in hartree: -0.0022
Total charge: 0
2S+1: 1
ΔE to the lowest compared entry with this formula, charge and spin in kcal/mol: 175.3

---

[4]
Here is a 2-piece molecular cluster, C3H9B overall at a distorted geometry from the OMol25 dataset. Energies are from ωB97M-V/def2-TZVPD.

Atoms and positions in Å:
B1 -1.12258 1.40389 -0.10155
C1 0.38036 -0.49884 -1.23795
C2 0.23814 -0.42998 1.25919
C3 -0.23321 0.17369 -0.04223
H1 -1.43550 1.94637 0.88875
H2 -1.37240 1.88632 -1.14013
H3 1.46445 -0.42443 -1.15341
H4 0.07250 -0.02776 -2.16772
H5 0.13099 -1.55955 -1.28078
H6 -0.37193 -0.07969 2.08985
H7 0.19895 -1.52297 1.23534
H8 1.26899 -0.13567 1.44826
H9 -1.73974 -0.16733 -0.00174

Lowest unoccupied orbital energy in hartree: 0.0244
Total charge: 0
2S+1: 1
ΔE to the lowest compared entry with this formula, charge and spin in kcal/mol: 18.0

---

[5]
Here is C21H25CeClN2 as an isolated structure at a distorted geometry from the OMol25 dataset. Energies are from ωB97M-V/def2-TZVPD.

Atoms and positions in Å:
C1 0.34869 0.23152 -6.21776
C2 1.72559 0.78072 -6.52486
C3 0.12199 -1.12208 -6.85666
C4 -0.74631 1.21582 -6.57016
Cl1 0.26999 -0.02398 -4.37036
H1 0.15989 -1.01918 -7.94236
H2 -0.85011 -1.52668 -6.58686
H3 0.88689 -1.83298 -6.55496
H4 1.81659 0.94642 -7.59966
H5 2.50379 0.08552 -6.22066
H6 1.89329 1.72812 -6.01916
H7 -0.73741 1.39562 -7.64636
H8 -0.59841 2.16682 -6.06496
H9 -1.72511 0.82962 -6.29756
C5 1.81709 -1.89278 1.84074
C6 1.17159 -2.79758 0.96334
C7 1.47019 -2.42038 -0.37106
H10 0.56009 -3.63348 1.25914
C8 2.31289 -1.28818 -0.31876
C9 2.52339 -0.96148 1.04594
H11 3.13209 -0.15668 1.42304
H12 1.80399 -1.92918 2.91684
H13 1.14049 -2.92518 -1.26346
H14 2.73159 -0.77558 -1.16776
C10 -2.04011 0.53282 1.27554
C11 -1.95891 -0.66558 2.02104
C12 -2.05441 -1.74248 1.10634
H15 -1.87591 -0.74468 3.09184
C13 -2.18411 -1.20918 -0.20216
C14 -2.18131 0.19902 -0.09496
H16 -2.27301 0.89912 -0.90676
H17 -2.01671 1.53002 1.68004
H18 -2.03301 -2.78908 1.36094
H19 -2.29361 -1.77648 -1.11126
Ce1 0.08299 -0.60858 0.60594
N1 1.69399 0.94582 4.93414
C15 1.64919 0.42432 3.70294
N2 0.41219 0.46702 3.09384
C16 -0.34481 1.11002 4.09124
C17 -1.72351 1.46242 4.24944
C18 -2.17821 2.02712 5.45534
C19 -1.30251 2.25252 6.51984
C20 0.04079 1.91592 6.38824
C21 0.46739 1.35582 5.18514
H20 2.52319 0.99212 5.56934
H21 2.55159 0.03002 3.32444
H22 -2.52431 1.31142 3.57174
H23 -3.22701 2.27222 5.57274
H24 -1.67131 2.67012 7.44814
H25 0.72879 2.06342 7.21144

Lowest unoccupied orbital energy in hartree: -0.3127
Total charge: +2
2S+1: 1